Entry 1:
The following is a DFT calculation (the ωB97M-V functional and the def2-TZVPD basis) of a structure of composition C43H46GeLiN5S.

The geometry in XYZ format:
```
97
Properties=species:S:1:pos:R:3
Li -0.33296 -0.01967 -0.05425
S -1.17114 2.05088 1.16324
C -2.71302 1.40467 0.76497
N -3.75826 2.13897 0.26916
N -3.49562 3.42556 0.04828
C -4.52923 4.23555 -0.41358
C -5.70850 3.68623 -0.93321
C -6.67925 4.51169 -1.44023
C -6.43355 5.87830 -1.48331
C -5.26064 6.50287 -0.98575
C -4.28308 5.65901 -0.43348
N -3.06351 0.07855 0.78458
N -2.11450 -0.77049 0.82967
C -2.48811 -2.15409 0.93183
C -3.79069 -2.62203 1.12924
C -4.08452 -3.94601 0.90311
C -3.07960 -4.82274 0.59066
C -1.72654 -4.45310 0.52386
C -1.45493 -3.09532 0.72646
H -2.63323 3.85368 0.45476
H -5.74640 2.62427 -0.74013
H -7.59236 4.04773 -1.85425
H -7.14876 6.49210 -2.00878
H -5.03431 7.55650 -1.18082
H -3.33486 5.99646 0.05536
H -4.50078 -1.81651 1.19080
H -5.09653 -4.34204 0.91390
H -3.39400 -5.84112 0.28649
H -0.90638 -5.19036 0.41272
H -0.45769 -2.70686 0.51377
Ge 1.95238 -1.68503 3.28932
C 3.27032 -0.60756 4.37955
C 2.90177 0.56026 5.09761
C 3.80272 1.14890 5.99071
C 5.06546 0.61080 6.02519
C 5.44690 -0.48706 5.31985
C 4.52080 -1.11804 4.45773
C 0.77055 -2.12761 4.85857
C -0.10173 -1.17159 5.29981
C -0.74774 -1.30564 6.51007
C -0.58142 -2.49283 7.18462
C 0.33239 -3.45409 6.80279
C 1.02633 -3.28723 5.56674
H 2.75289 -3.03859 3.12451
H 1.93859 1.04696 5.06469
H 3.48387 2.00519 6.58185
H 5.73890 1.02977 6.73747
H 6.50855 -0.81099 5.36906
H 4.87699 -2.04400 3.91090
H -0.26244 -0.23572 4.72310
H -1.43816 -0.59185 6.85614
H -1.25203 -2.78484 7.99065
H 0.37134 -4.34023 7.40498
H 1.72888 -4.06934 5.29180
C -3.29744 1.61912 -4.01757
C -2.29292 0.50590 -3.93225
C -2.24649 -0.51487 -4.91216
C -1.32580 -1.54467 -4.83072
C -1.30116 -2.58497 -5.88510
C -0.35617 -1.54937 -3.80486
C -0.32443 -0.54151 -2.78553
C -1.39752 0.43213 -2.89083
N 0.60170 -0.42086 -1.79278
C 2.00535 -0.03044 -2.04101
C 2.37563 1.23709 -1.23521
C 3.79964 1.64607 -1.46322
C 4.06133 1.93998 -2.92984
C 3.74423 0.65514 -3.73701
C 4.64423 -0.48114 -3.29507
C 4.40312 -0.78038 -1.78956
C 4.76656 0.49364 -1.12507
C 2.93711 -1.18781 -1.63744
C 2.27876 0.28924 -3.51216
H -3.59758 1.87552 -2.97559
H -4.17235 1.28990 -4.57171
H -2.88538 2.51583 -4.49752
H -3.00444 -0.63143 -5.69220
H -0.96453 -3.54727 -5.52807
H -0.70932 -2.25641 -6.77440
H -2.28906 -2.79063 -6.41166
H 0.43305 -2.25711 -3.74832
H -1.35674 1.19050 -2.15746
H 2.25508 1.07192 -0.14955
H 1.69431 2.07141 -1.52139
H 4.02361 2.47057 -0.82679
H 5.13013 2.26215 -3.05572
H 3.42614 2.75229 -3.33479
H 3.88430 0.80683 -4.86302
H 5.68889 -0.15335 -3.45610
H 4.59890 -1.38978 -3.91798
H 5.04340 -1.67598 -1.53282
H 5.82463 0.78388 -1.34292
H 4.69077 0.37503 0.02093
H 2.77173 -1.52507 -0.61731
H 2.65706 -2.06495 -2.27904
H 2.06134 -0.59825 -4.10342
H 1.62715 1.12977 -3.84854
```

F_max: 3.83 eV/A
E_HOMO (spin up / spin down): -6.63 / -6.63 eV
ΔE to the lowest compared entry with this formula, charge and spin: 0.0 kJ/mol

---

Entry 2:
The following is a DFT calculation (the ωB97M-V functional and the def2-TZVPD basis) of a structure of composition C43H46N3NiO6P.

The geometry in XYZ format:
```
100
Properties=species:S:1:pos:R:3
Ni -0.21845 -0.06296 1.74047
N -2.89585 1.07354 2.71724
C -2.67993 2.45309 2.65633
C -3.45961 3.30716 3.44111
C -3.29433 4.67759 3.38937
C -2.33960 5.23717 2.55118
C -1.57246 4.40216 1.75670
C -1.73792 3.01751 1.77610
P -0.71249 1.91979 0.75165
C -1.72229 1.56605 -0.72707
C -3.09570 1.76937 -0.76430
C -3.83518 1.33213 -1.85936
C -3.20595 0.69770 -2.91954
C -1.82834 0.50703 -2.89199
C -1.09095 0.93289 -1.80049
C 0.60941 2.98599 0.10050
C 1.84372 3.00368 0.74727
C 2.86972 3.80423 0.26200
C 2.67779 4.57685 -0.87465
C 1.45090 4.55926 -1.52444
C 0.41945 3.76974 -1.03679
H -3.36346 0.80158 3.57098
H -2.03637 0.52563 2.64148
H -4.19391 2.87267 4.11047
H -3.90763 5.31213 4.01726
H -2.19296 6.30830 2.51599
H -0.82472 4.83420 1.10570
H -3.59524 2.25932 0.06200
H -4.90630 1.49305 -1.88087
H -3.78458 0.35257 -3.76770
H -1.32981 0.01089 -3.71615
H -0.02441 0.74791 -1.76008
H 2.01419 2.37717 1.61396
H 3.82647 3.81030 0.76898
H 3.48419 5.18939 -1.25790
H 1.29603 5.15950 -2.41230
H -0.53534 3.75432 -1.54849
C 0.53267 2.10733 5.05138
O -0.12064 1.35438 4.02422
C 0.70486 0.75116 3.12054
O 1.90612 0.87443 3.21354
H -0.26076 2.50846 5.67702
H 1.11997 2.91975 4.62264
H 1.19436 1.46948 5.63668
C -3.00971 -5.61281 -3.91977
C -2.82909 -4.58515 -2.83853
C -1.56250 -4.22655 -2.40008
C -1.36518 -3.25834 -1.42309
C 0.04007 -2.92602 -1.01086
C -2.50156 -2.64044 -0.86505
C -2.38010 -1.60126 0.15169
O -1.33610 -1.06096 0.45391
C -3.79729 -2.99822 -1.28745
C -5.03863 -2.35248 -0.72425
C -3.93629 -3.96205 -2.27084
H -2.10911 -6.21018 -4.05418
H -3.23460 -5.12827 -4.87249
H -3.83882 -6.28282 -3.69071
H -0.69513 -4.71505 -2.82976
H 0.73737 -3.60615 -1.50010
H 0.17653 -2.99918 0.06973
H 0.30182 -1.89967 -1.27002
H -3.30045 -1.27575 0.65165
H -5.03488 -1.27215 -0.87775
H -5.14236 -2.53312 0.34708
H -5.92121 -2.75880 -1.21549
H -4.93087 -4.23817 -2.60413
C -1.50634 -2.96921 4.25576
O -1.39821 -1.81056 3.42551
C -0.14224 -1.57676 2.89255
O 0.75225 -2.35318 3.14298
H -2.54186 -3.00924 4.58710
H -0.83981 -2.89673 5.11523
H -1.25369 -3.87501 3.70361
C 6.05367 -0.57336 -0.44090
N 4.75470 -1.23450 -0.37218
N 3.69750 -0.39059 -0.74084
C 2.61732 -0.58992 0.12658
O 1.50309 -0.11239 -0.06568
C 3.10469 -1.47542 1.15778
C 4.37034 -1.80313 0.84084
C 5.33922 -2.63481 1.60516
C 3.53620 -0.05621 -2.10824
C 4.06180 -0.86878 -3.10662
C 3.87763 -0.52255 -4.43751
C 3.16475 0.61874 -4.77444
C 2.64810 1.42610 -3.76952
C 2.84067 1.10278 -2.43604
H 6.22722 -0.24032 -1.46215
H 6.82437 -1.29425 -0.17879
H 6.10200 0.28669 0.23434
H 2.50981 -1.80684 1.99557
H 4.82327 -3.12352 2.42791
H 6.13935 -2.02138 2.02443
H 5.79308 -3.39603 0.96894
H 4.59547 -1.76984 -2.83497
H 4.28702 -1.15620 -5.21398
H 3.01894 0.88164 -5.81414
H 2.09900 2.32588 -4.01957
H 2.46412 1.73855 -1.64890
```

F_max: 0.69 eV/A
E_HOMO: -7.55 eV
ΔE to the lowest compared entry with this formula, charge and spin: 16.1 kJ/mol

---

Entry 3:
The following is a DFT calculation (the ωB97M-V functional and the def2-TZVPD basis) of a structure of composition C43H46N4PTc.

The geometry in XYZ format:
```
95
Properties=species:S:1:pos:R:3
Tc -0.77416 -0.43480 -0.16740
C -0.84203 -3.01678 -3.08354
C 0.44261 -2.40723 -3.62421
C 0.81765 -1.14404 -2.84413
N 0.69826 -1.32580 -1.38523
C 1.51900 -2.21538 -0.83937
C 2.64410 -2.74584 -1.50334
C 3.50724 -3.77681 -1.18523
C 3.45652 -4.68160 -0.13804
C 2.53402 -4.65666 0.88781
C 1.58845 -3.68721 1.19696
C 1.22876 -2.49059 0.55541
N 0.43124 -1.56584 1.12755
C 0.49895 -1.46741 2.59527
C -0.80250 -1.17142 3.30507
C -1.45164 0.08129 2.74010
N -2.01219 -0.20806 1.42287
C -3.21864 -0.80501 1.38394
C -3.95539 -1.10928 2.52670
C -5.24732 -1.60451 2.69332
C -6.23697 -1.78205 1.75533
C -6.09326 -1.56575 0.39270
C -4.94489 -1.34973 -0.34469
C -3.59116 -1.22085 0.03893
N -2.56310 -1.34334 -0.82023
C -2.98726 -1.86712 -2.15047
C -1.97987 -2.01314 -3.26556
H -1.05851 -3.95193 -3.60296
H -0.72227 -3.27233 -2.02841
H 1.25265 -3.13834 -3.61067
H 0.29646 -2.11552 -4.66937
H 1.82422 -0.82982 -3.11877
H 0.17383 -0.32091 -3.12777
H 2.88118 -2.25176 -2.43324
H 4.31280 -3.92401 -1.89673
H 4.18769 -5.48124 -0.13297
H 2.57415 -5.49078 1.57967
H 1.01043 -3.89106 2.08779
H 0.93829 -2.36841 3.00872
H 1.20050 -0.67131 2.82729
H -1.47984 -2.02661 3.22778
H -0.57814 -1.02363 4.36502
H -2.20445 0.49921 3.40865
H -0.69403 0.85056 2.62836
H -3.43600 -0.95180 3.46037
H -5.52166 -1.81442 3.72035
H -7.21415 -2.08646 2.10936
H -7.00325 -1.63073 -0.19445
H -5.12568 -1.30042 -1.40513
H -3.45269 -2.83972 -1.96644
H -3.76679 -1.22633 -2.56105
H -2.57150 -2.29722 -4.13855
H -1.57184 -1.03625 -3.50709
C 2.20814 4.18680 1.67054
C 0.70438 4.00896 1.73549
C -0.00271 5.03004 2.37378
C -1.38316 5.03887 2.46047
C -2.10897 4.00324 1.88864
C -1.43035 2.96773 1.27090
C -0.03081 2.94016 1.19583
P 0.65005 1.54542 0.20292
C 2.29075 1.18820 0.90238
C 2.36080 1.33073 2.29603
C 3.50587 1.01463 3.00243
C 4.61591 0.54308 2.31360
C 4.56465 0.42505 0.93667
C 3.42002 0.74577 0.20222
C 3.51809 0.66236 -1.29880
C 0.73945 2.31987 -1.42518
C 1.67837 3.26364 -1.84600
C 1.56075 3.83187 -3.10066
C 0.49440 3.46499 -3.92324
C -0.44779 2.54971 -3.48320
C -0.33952 1.96556 -2.21782
C -1.37255 1.00458 -1.67763
H 2.43386 5.22597 1.42817
H 2.69712 3.55574 0.93641
H 2.67104 3.96864 2.63601
H 0.56322 5.85406 2.79744
H -1.88879 5.85518 2.96254
H -3.19210 3.99854 1.92397
H -1.99895 2.15206 0.84448
H 1.50712 1.73046 2.83332
H 3.53369 1.13712 4.07870
H 5.52457 0.28727 2.84700
H 5.44193 0.08250 0.39655
H 4.07372 -0.22997 -1.58514
H 4.06680 1.52355 -1.69053
H 2.55419 0.64801 -1.78888
H 2.50983 3.54072 -1.20770
H 2.29299 4.55273 -3.44206
H 0.39934 3.90246 -4.91020
H -1.28275 2.27951 -4.12329
H -1.84035 0.49007 -2.51135
H -2.18014 1.58032 -1.20508
```

F_max: 0.99 eV/A
E_HOMO (spin up / spin down): -9.44 / -9.83 eV
Multiplicity: 2
Charge: +1

---

Which of these has the highest F_max? C43H46GeLiN5S